The following is a quantum chemistry calculation of 17 unconnected molecules or ions with the total composition C38H117N27O17 in a non-equilibrium geometry, from the OMol25 dataset.

CARTESIAN COORDINATES (ANGSTROEM)
C1 -8.781 -2.591 4.074
C2 -8.248 -2.823 2.656
C3 -9.262 -3.029 1.521
O1 -8.564 -3.755 0.464
C4 -8.627 -5.159 0.766
N1 -7.329 -1.652 2.491
H1 -9.277 -3.495 4.426
H2 -9.603 -1.874 4.073
H3 -8.052 -2.220 4.794
H4 -7.609 -3.702 2.731
H5 -9.562 -2.109 1.020
H6 -10.229 -3.383 1.877
H7 -7.850 -5.615 1.380
H8 -8.712 -5.727 -0.160
H9 -9.474 -5.540 1.336
H10 -6.752 -1.664 1.662
H11 -7.935 -0.847 2.560
C5 -0.495 -5.318 5.324
C6 -0.011 -6.359 4.251
C7 1.288 -6.989 4.701
O2 1.762 -8.014 3.726
C8 2.367 -9.063 4.381
N2 -1.020 -7.275 3.947
H12 -1.446 -5.010 4.891
H13 0.134 -4.433 5.217
H14 -0.570 -5.659 6.357
H15 0.191 -6.023 3.234
H16 1.036 -7.573 5.586
H17 2.003 -6.258 5.078
H18 1.621 -9.562 5.000
H19 3.233 -8.716 4.945
H20 2.536 -9.769 3.568
H21 -1.110 -8.014 4.629
H22 -1.932 -6.846 3.872
C9 0.262 1.026 1.317
C10 0.543 1.486 -0.132
C11 -0.699 1.494 -0.988
O3 -1.165 0.278 -1.613
C12 -0.393 -0.223 -2.623
N3 0.991 2.841 0.074
H23 -0.156 0.019 1.311
H24 -0.406 1.665 1.896
H25 1.162 0.841 1.903
H26 1.308 0.864 -0.596
H27 -0.588 2.143 -1.857
H28 -1.504 1.811 -0.325
H29 0.586 -0.482 -2.222
H30 -0.479 0.454 -3.473
H31 -0.937 -1.145 -2.829
H32 0.340 3.227 0.743
H33 0.887 3.353 -0.790
C13 0.491 -8.136 -8.253
C14 0.323 -7.401 -6.933
C15 -0.474 -8.295 -5.940
O4 -0.826 -7.636 -4.729
C16 -2.176 -6.983 -4.732
N4 1.660 -7.072 -6.386
H34 1.451 -8.651 -8.259
H35 0.559 -7.392 -9.047
H36 -0.324 -8.805 -8.532
H37 -0.224 -6.472 -7.099
H38 0.194 -9.058 -5.541
H39 -1.349 -8.755 -6.400
H40 -2.411 -6.586 -3.744
H41 -2.902 -7.781 -4.881
H42 -2.360 -6.303 -5.563
H43 1.977 -7.976 -6.066
H44 1.506 -6.510 -5.561
C17 7.204 3.775 7.763
C18 5.760 4.075 8.303
C19 4.959 2.779 8.545
O5 3.708 3.063 8.996
C20 2.874 2.010 9.250
N5 5.973 4.757 9.601
H45 7.760 4.693 7.571
H46 7.130 3.194 6.843
H47 7.751 3.259 8.552
H48 5.198 4.803 7.717
H49 5.506 2.049 9.143
H50 4.856 2.320 7.561
H51 2.576 1.494 8.338
H52 1.970 2.315 9.776
H53 3.451 1.247 9.772
H54 6.707 4.293 10.117
H55 5.135 4.895 10.149
C21 8.539 1.555 -2.011
C22 7.293 1.323 -1.152
C23 7.523 0.806 0.206
O6 8.194 -0.494 0.130
C24 8.565 -0.922 1.418
N6 6.631 2.657 -1.125
H56 9.109 2.448 -1.758
H57 8.321 1.803 -3.050
H58 9.179 0.673 -1.986
H59 6.565 0.672 -1.635
H60 6.601 0.790 0.787
H61 8.177 1.517 0.709
H62 7.686 -1.181 2.008
H63 9.140 -0.174 1.963
H64 9.113 -1.864 1.391
H65 5.739 2.637 -0.652
H66 6.331 2.936 -2.048
C25 4.542 -6.521 -1.172
C26 5.767 -7.373 -0.909
C27 5.730 -8.776 -1.680
O7 5.967 -8.647 -3.066
C28 5.642 -9.850 -3.830
N7 6.929 -6.616 -1.321
H67 4.322 -6.315 -2.219
H68 4.705 -5.546 -0.713
H69 3.636 -7.033 -0.849
H70 5.763 -7.710 0.128
H71 4.762 -9.275 -1.647
H72 6.447 -9.442 -1.199
H73 4.569 -9.995 -3.961
H74 6.138 -10.662 -3.299
H75 5.963 -9.939 -4.867
H76 6.997 -6.463 -2.317
H77 6.887 -5.662 -0.994
C29 5.175 8.485 2.772
O8 5.583 9.214 3.623
N8 3.887 8.345 2.624
N9 5.974 7.970 1.864
H78 3.474 8.744 3.454
H79 3.548 7.595 2.038
H80 5.666 7.052 1.578
H81 6.966 8.151 1.909
C30 3.892 4.011 -8.141
O9 3.525 3.167 -7.366
N10 4.516 3.852 -9.319
N11 3.901 5.279 -7.854
H82 4.785 4.655 -9.871
H83 4.836 2.921 -9.544
H84 3.588 5.646 -6.966
H85 4.190 5.797 -8.671
C31 1.350 9.707 -3.572
O10 1.511 8.542 -3.463
N12 0.423 10.296 -4.332
N13 1.994 10.599 -2.959
H86 -0.151 9.614 -4.807
H87 0.408 11.300 -4.446
H88 2.656 10.288 -2.263
H89 1.856 11.563 -3.228
C32 -7.886 -0.835 -4.585
O11 -7.551 -0.427 -5.662
N14 -9.090 -1.136 -4.315
N15 -7.057 -0.922 -3.585
H90 -9.274 -1.563 -3.419
H91 -9.758 -0.982 -5.058
H92 -7.472 -1.461 -2.839
H93 -6.054 -0.847 -3.685
C33 -4.184 1.298 8.258
O12 -4.352 0.182 8.693
N16 -3.997 2.321 8.951
N17 -4.120 1.617 6.990
H94 -3.891 3.214 8.490
H95 -4.437 2.257 9.858
H96 -4.138 2.599 6.752
H97 -4.440 0.906 6.348
C34 -4.422 4.788 -6.221
O13 -4.075 5.928 -6.516
N18 -3.678 3.771 -6.482
N19 -5.572 4.416 -5.805
H98 -2.864 4.142 -6.949
H99 -3.964 2.802 -6.495
H100 -5.732 3.423 -5.895
H101 -6.276 5.044 -5.444
C35 -9.327 3.676 -0.210
O14 -9.616 3.536 0.997
N20 -10.195 3.690 -1.147
N21 -8.130 3.702 -0.539
H102 -11.173 3.507 -0.974
H103 -9.828 3.844 -2.075
H104 -7.516 3.551 0.249
H105 -7.708 3.858 -1.443
C36 1.036 7.595 7.889
O15 0.978 8.719 7.453
N22 0.898 7.262 9.130
N23 1.124 6.524 7.157
H106 0.795 6.284 9.360
H107 0.855 7.974 9.845
H108 1.141 6.600 6.150
H109 1.220 5.591 7.530
C37 -3.434 7.978 1.553
O16 -2.701 7.048 1.507
N24 -4.532 8.138 0.918
N25 -3.226 9.150 2.211
H110 -5.135 8.938 1.037
H111 -4.985 7.325 0.523
H112 -3.898 9.901 2.133
H113 -2.384 9.243 2.760
C38 -3.337 -2.778 -10.068
O17 -2.869 -1.721 -9.609
N26 -4.548 -3.158 -9.839
N27 -2.597 -3.564 -10.822
H114 -5.183 -2.590 -9.296
H115 -4.913 -3.894 -10.426
H116 -1.702 -3.097 -10.781
H117 -2.953 -4.312 -11.399

Its highest occupied orbital energy is -0.323 Ha. The energy above the lowest of the compared OMol25 structures with the same formula, charge and spin comes out at 1292.2 kJ/mol. For the HOMO-LUMO gap, the calculation gives 8.6 eV.

Atom charges from the Mulliken analysis, given in e for atoms 1 to 99: C -1.521; C 0.677; C -0.627; O -0.328; C -0.871; N -0.657; H 0.378; H 0.374; H 0.368; H 0.135; H 0.284; H 0.347; H 0.313; H 0.296; H 0.361; H 0.219; H 0.250; C -1.285; C 0.411; C -0.801; O -0.318; C -0.735; N -0.608; H 0.372; H 0.358; H 0.323; H 0.209; H 0.378; H 0.378; H 0.333; H 0.300; H 0.254; H 0.204; H 0.226; C -1.383; C 0.429; C -0.679; O -0.344; C -0.680; N -0.673; H 0.345; H 0.367; H 0.345; H 0.277; H 0.424; H 0.240; H 0.281; H 0.311; H 0.202; H 0.281; H 0.257; C -1.343; C 0.406; C -0.722; O -0.311; C -0.726; N -0.731; H 0.321; H 0.305; H 0.355; H 0.353; H 0.290; H 0.397; H 0.268; H 0.310; H 0.280; H 0.241; H 0.305; C -1.320; C 0.231; C -0.633; O -0.213; C -0.789; N -0.648; H 0.365; H 0.338; H 0.335; H 0.338; H 0.350; H 0.316; H 0.316; H 0.218; H 0.336; H 0.224; H 0.231; C -1.417; C 0.655; C -0.764; O -0.315; C -0.741; N -0.761; H 0.385; H 0.361; H 0.325; H 0.225; H 0.366; H 0.329; H 0.296; H 0.309